No. 1
{"formula": "C29H22N4O5PRe", "method": "ωB97M-V/def2-TZVPD", "species": ["Re", "O", "C", "O", "C", "C", "C", "C", "C", "N", "C", "O", "O", "H", "H", "H", "H", "H", "C", "C", "C", "C", "C", "C", "P", "C", "C", "C", "C", "C", "C", "C", "C", "C", "C", "C", "C", "H", "H", "H", "H", "H", "H", "H", "H", "H", "H", "H", "H", "H", "H", "H", "N", "C", "O", "C", "C", "N", "C", "N", "H", "H"], "coordinates": [[0.92, 0.46, -0.35], [4.53, 2.02, 2.11], [3.99, 1.89, 0.96], [2.60, 0.09, 0.40], [2.84, 2.88, 0.74], [3.19, 4.21, 0.95], [2.25, 5.21, 0.74], [0.99, 4.85, 0.30], [0.72, 3.52, 0.08], [1.61, 2.53, 0.31], [-0.54, 3.00, -0.53], [-1.55, 3.73, -0.82], [-0.60, 1.79, -0.82], [5.34, 1.48, 2.21], [4.19, 4.46, 1.29], [2.51, 6.24, 0.92], [0.25, 5.63, 0.11], [-1.48, 4.67, -0.59], [-0.10, -4.69, 2.47], [0.85, -3.67, 2.37], [0.57, -2.55, 1.61], [-0.65, -2.44, 0.95], [-1.60, -3.46, 1.06], [-1.32, -4.58, 1.82], [-1.14, -0.95, 0.10], [-1.90, -1.29, -1.47], [-2.67, -0.31, -2.11], [-3.23, -0.58, -3.34], [-3.02, -1.82, -3.95], [-2.25, -2.79, -3.32], [-1.68, -2.53, -2.08], [-2.13, 0.10, 1.15], [-1.48, 0.76, 2.21], [-2.21, 1.49, 3.12], [-3.59, 1.57, 3.00], [-4.24, 0.91, 1.96], [-3.52, 0.17, 1.04], [0.12, -5.57, 3.06], [1.79, -3.76, 2.88], [1.32, -1.76, 1.55], [-2.56, -3.37, 0.57], [-2.05, -5.37, 1.90], [-2.86, 0.64, -1.63], [-3.85, 0.16, -3.83], [-3.47, -2.03, -4.91], [-2.11, -3.75, -3.78], [-1.09, -3.29, -1.59], [-0.40, 0.64, 2.34], [-1.71, 1.98, 3.95], [-4.16, 2.13, 3.72], [-5.32, 0.96, 1.88], [-4.03, -0.35, 0.24], [2.63, -2.18, -2.95], [2.52, -1.29, -2.00], [1.35, -1.18, -1.41], [3.63, -0.42, -1.66], [3.62, 0.28, -0.47], [4.49, 1.19, -0.03], [4.75, -0.36, -2.54], [5.65, -0.30, -3.25], [1.81, -2.71, -3.23], [3.51, -2.34, -3.42]], "e_tot_ha": -2132.18202, "mol_weight_g_mol": 723.70, "multiplicity": 4, "de_lowest_kcal_mol": 23.4, "total_charge": 3, "lumo_energy_ev": [-10.81, -11.25], "s_squared": 3.785, "orbital_gap_ev": [6.3, 5.9], "homo_energy_ha": [-0.62882, -0.62904]}

***

No. 2
{"formula": "C20H22N3Zn", "method": "ωB97M-V/def2-TZVPD", "species": ["Zn", "C", "C", "C", "C", "C", "C", "C", "C", "C", "C", "H", "H", "H", "H", "H", "H", "H", "H", "H", "H", "H", "H", "H", "H", "H", "N", "C", "C", "C", "C", "C", "C", "C", "N", "C", "C", "N", "C", "H", "H", "H", "H", "H", "H", "H"], "coordinates": [[-0.19, 0.88, -0.28], [1.59, 2.37, -2.08], [1.80, 3.43, -1.19], [0.60, 3.83, -0.61], [-0.45, 3.00, -1.13], [0.16, 2.03, -2.01], [-0.56, 1.49, -3.23], [-1.89, 3.32, -1.07], [0.36, 5.09, 0.13], [3.11, 4.13, -0.95], [2.59, 1.72, -2.96], [-0.82, 2.35, -3.93], [-1.50, 1.00, -2.96], [0.16, 0.80, -3.77], [-2.19, 4.25, -1.65], [-2.20, 3.44, -0.03], [-2.57, 2.52, -1.53], [0.99, 5.05, 1.05], [-0.64, 5.29, 0.57], [0.68, 5.98, -0.53], [3.74, 4.23, -1.87], [3.73, 3.60, -0.18], [2.92, 5.11, -0.49], [2.18, 0.94, -3.67], [3.24, 1.06, -2.35], [3.20, 2.48, -3.39], [-0.19, -9.16, 2.02], [-0.60, -8.05, 2.15], [-0.95, -6.63, 2.12], [-1.07, -5.86, 3.28], [-1.25, -4.49, 3.18], [-1.12, -3.85, 1.96], [-1.13, -4.63, 0.75], [-1.03, -6.02, 0.85], [-0.91, -2.43, 1.86], [-1.13, -1.51, 2.92], [-0.77, -0.32, 2.42], [-0.42, -0.46, 1.10], [-0.54, -1.73, 0.77], [-1.03, -6.28, 4.29], [-1.22, -3.88, 4.12], [-1.16, -4.09, -0.21], [-1.02, -6.66, -0.07], [-1.44, -1.82, 3.89], [-0.81, 0.69, 2.82], [-0.25, -2.23, -0.12]], "e_tot_ha": -2718.62133, "mol_weight_g_mol": 369.81, "multiplicity": 1, "total_charge": 1, "lumo_energy_ev": -3.58, "orbital_gap_ev": 6.8, "homo_energy_ha": -0.38061}

***

No. 3
{"formula": "C35H52AsAuP3S", "method": "ωB97M-V/def2-TZVPD", "species": ["Au", "P", "P", "P", "H", "C", "C", "H", "C", "C", "C", "C", "C", "C", "C", "C", "C", "H", "H", "H", "H", "H", "H", "H", "H", "H", "H", "H", "H", "H", "H", "H", "H", "H", "H", "H", "H", "H", "H", "H", "H", "H", "H", "H", "H", "H", "C", "C", "C", "C", "C", "C", "S", "H", "H", "H", "H", "H", "H", "C", "C", "C", "C", "C", "C", "As", "C", "C", "C", "C", "C", "C", "C", "C", "C", "C", "C", "C", "H", "H", "H", "H", "H", "H", "H", "H", "H", "H", "H", "H", "H", "H", "H"], "coordinates": [[-0.59, 2.23, -0.71], [1.40, 3.18, 0.51], [-1.95, 1.98, 1.28], [-1.78, 3.54, -2.18], [-0.16, -2.42, -6.32], [0.03, -1.63, -7.03], [1.26, -1.11, -7.14], [2.07, -1.48, -6.53], [2.48, 2.06, 1.46], [0.93, 4.49, 1.69], [2.44, 4.01, -0.72], [-3.42, 0.92, 1.15], [-1.09, 1.30, 2.73], [-2.63, 3.60, 1.77], [-1.25, 3.43, -3.91], [-1.61, 5.27, -1.67], [-3.56, 3.19, -2.21], [-0.78, -1.35, -7.73], [1.51, -0.36, -7.93], [2.97, 1.34, 0.79], [1.89, 1.50, 2.21], [3.27, 2.63, 2.00], [0.40, 4.07, 2.55], [0.28, 5.21, 1.20], [1.83, 5.00, 2.05], [2.71, 3.30, -1.51], [3.35, 4.41, -0.26], [1.87, 4.83, -1.17], [-4.05, 1.01, 2.05], [-3.13, -0.13, 1.04], [-4.02, 1.21, 0.27], [-1.62, 1.60, 3.66], [-0.05, 1.65, 2.78], [-1.08, 0.20, 2.68], [-3.19, 3.48, 2.71], [-3.31, 3.98, 0.99], [-1.82, 4.33, 1.92], [-1.95, 4.01, -4.54], [-1.25, 2.37, -4.22], [-0.23, 3.85, -4.00], [-2.26, 5.88, -2.31], [-0.56, 5.59, -1.80], [-1.90, 5.40, -0.62], [-4.03, 3.85, -2.95], [-4.01, 3.37, -1.22], [-3.72, 2.14, -2.51], [0.13, -0.57, -1.93], [-1.27, -0.70, -2.01], [-1.85, -1.30, -3.12], [-1.02, -1.89, -4.08], [0.37, -1.73, -4.03], [0.94, -1.02, -2.99], [0.89, 0.28, -0.65], [1.01, -1.19, 1.05], [-1.91, -0.28, -1.23], [-2.94, -1.31, -3.26], [-1.47, -2.39, -4.93], [1.02, -2.08, -4.83], [2.01, -0.79, -2.97], [0.80, -1.19, 6.48], [1.78, -0.66, 5.62], [1.81, -1.06, 4.28], [0.83, -1.94, 3.80], [-0.19, -2.43, 4.63], [-0.19, -2.05, 5.98], [0.95, -2.42, 1.93], [2.66, -3.19, 1.50], [3.43, -2.63, 0.48], [4.72, -3.13, 0.25], [5.17, -4.23, 1.00], [4.35, -4.83, 1.97], [3.09, -4.29, 2.25], [-0.61, -3.22, 1.07], [-0.40, -3.91, -0.13], [-1.50, -4.50, -0.77], [-2.79, -4.28, -0.26], [-3.00, -3.38, 0.79], [-1.90, -2.81, 1.46], [0.83, -0.94, 7.54], [2.53, 0.03, 6.01], [2.58, -0.72, 3.58], [-0.95, -3.09, 4.21], [-0.95, -2.44, 6.67], [3.01, -1.81, -0.12], [5.37, -2.67, -0.49], [6.19, -4.59, 0.84], [4.69, -5.71, 2.51], [2.45, -4.70, 3.03], [0.62, -3.96, -0.55], [-1.34, -5.14, -1.64], [-3.64, -4.84, -0.68], [-4.01, -3.14, 1.12], [-2.03, -2.07, 2.26]], "e_tot_ha": -5157.60580, "mol_weight_g_mol": 869.68, "multiplicity": 3, "de_lowest_kcal_mol": 0.0, "total_charge": 3, "lumo_energy_ev": [-6.79, -10.69], "s_squared": 2.023, "orbital_gap_ev": [8.8, 5.0], "homo_energy_ha": [-0.57277, -0.57531]}

***

multiplicity of number 1 (C29H22N4O5PRe)?
4

***

Copy entry 2 word for word.
{"formula": "C20H22N3Zn", "method": "ωB97M-V/def2-TZVPD", "species": ["Zn", "C", "C", "C", "C", "C", "C", "C", "C", "C", "C", "H", "H", "H", "H", "H", "H", "H", "H", "H", "H", "H", "H", "H", "H", "H", "N", "C", "C", "C", "C", "C", "C", "C", "N", "C", "C", "N", "C", "H", "H", "H", "H", "H", "H", "H"], "coordinates": [[-0.19, 0.88, -0.28], [1.59, 2.37, -2.08], [1.80, 3.43, -1.19], [0.60, 3.83, -0.61], [-0.45, 3.00, -1.13], [0.16, 2.03, -2.01], [-0.56, 1.49, -3.23], [-1.89, 3.32, -1.07], [0.36, 5.09, 0.13], [3.11, 4.13, -0.95], [2.59, 1.72, -2.96], [-0.82, 2.35, -3.93], [-1.50, 1.00, -2.96], [0.16, 0.80, -3.77], [-2.19, 4.25, -1.65], [-2.20, 3.44, -0.03], [-2.57, 2.52, -1.53], [0.99, 5.05, 1.05], [-0.64, 5.29, 0.57], [0.68, 5.98, -0.53], [3.74, 4.23, -1.87], [3.73, 3.60, -0.18], [2.92, 5.11, -0.49], [2.18, 0.94, -3.67], [3.24, 1.06, -2.35], [3.20, 2.48, -3.39], [-0.19, -9.16, 2.02], [-0.60, -8.05, 2.15], [-0.95, -6.63, 2.12], [-1.07, -5.86, 3.28], [-1.25, -4.49, 3.18], [-1.12, -3.85, 1.96], [-1.13, -4.63, 0.75], [-1.03, -6.02, 0.85], [-0.91, -2.43, 1.86], [-1.13, -1.51, 2.92], [-0.77, -0.32, 2.42], [-0.42, -0.46, 1.10], [-0.54, -1.73, 0.77], [-1.03, -6.28, 4.29], [-1.22, -3.88, 4.12], [-1.16, -4.09, -0.21], [-1.02, -6.66, -0.07], [-1.44, -1.82, 3.89], [-0.81, 0.69, 2.82], [-0.25, -2.23, -0.12]], "e_tot_ha": -2718.62133, "mol_weight_g_mol": 369.81, "multiplicity": 1, "total_charge": 1, "lumo_energy_ev": -3.58, "orbital_gap_ev": 6.8, "homo_energy_ha": -0.38061}

***

Number 3 is which compound?
C35H52AsAuP3S